(1)
Entry from OMol25: a structure of composition C2H3N3O in a non-equilibrium geometry (ωB97M-V with the def2-TZVPD basis set).

Geometry as XYZ:
```
9
Properties=species:S:1:pos:R:3:forces:R:3:mulliken_charge:R:1
O -0.503771 -1.566374 -0.453263 -0.4 0.3 0.9 -0.3672
N -2.448948 1.101568 -0.310595 2.0 0.0 0.6 -0.3876
N 1.939658 -0.029947 -0.159258 -0.9 -0.6 1.5 -0.5126
N -0.419453 -0.348178 0.240111 -1.3 0.2 -0.7 0.1594
C 0.799961 0.265785 0.252568 0.1 3.6 -2.3 0.0743
C -1.361109 0.752209 -0.019855 -1.8 -2.9 -0.8 0.1561
H 2.711461 0.566210 0.138032 -0.4 0.2 -0.4 0.2940
H 0.006395 1.454856 0.058613 2.7 -0.7 1.5 0.2166
H -0.724193 -2.196128 0.253647 -0.1 0.0 -0.4 0.3670
```
Forces are in eV/Å.

Computed properties:
LUMO level = -0.559 eV

(2)
Entry from OMol25: the molecule C4H2O3 in a non-equilibrium geometry (ωB97M-V with the def2-TZVPD basis set).

Geometry as XYZ:
```
9
Properties=species:S:1:pos:R:3:forces:R:3:mulliken_charge:R:1
O -0.892290 -1.576470 -0.904148 -1.3 0.9 0.4 -0.4869
O 1.669051 -0.285872 -1.111826 -2.4 1.4 3.8 -0.4587
O 0.875881 0.965458 0.781552 -0.4 -0.4 -2.1 -0.2781
C -0.464944 1.181079 1.031655 1.6 2.5 5.0 -0.1072
C -1.322562 0.263103 0.701183 -5.9 -2.5 -1.5 -0.3799
C -0.726040 -0.563439 -0.275662 4.6 -1.6 -0.6 0.6810
C 0.819283 -0.005398 -0.265804 1.2 -0.9 -3.3 0.4252
H -0.591060 1.958581 1.877290 0.1 -1.1 -1.9 0.3255
H -2.464493 -0.035586 0.849852 2.6 1.7 0.3 0.2790
```
Forces are in eV/Å.

Computed properties:
LUMO level = -1.026 eV
Structure (SMILES) = O=C1C=COC1=O

(3)
Entry from OMol25: a structure of composition C19H27N2O4SeSi2V (ωB97M-V with the def2-TZVPD basis set).

Geometry as XYZ:
```
56
Properties=species:S:1:pos:R:3:forces:R:3:lowdin_spin:R:1
Se 2.260288 2.010966 -0.054375 0.0 -0.1 0.0 0.0114
V 0.203617 0.462058 -0.132061 -0.1 -0.2 0.1 0.8109
Si -2.197749 2.229217 1.225984 0.0 0.0 0.1 -0.0004
Si -0.938648 3.254568 -1.539402 0.0 0.0 0.0 -0.0034
O 0.085213 -0.133185 -2.015204 0.0 0.1 0.0 0.0305
O -1.256465 -1.098817 -3.568396 0.0 0.0 -0.1 0.0150
O -0.209477 -1.586168 3.303875 0.0 0.0 0.0 -0.0021
O 0.576175 -0.295890 1.635875 0.0 0.1 0.0 0.0096
N -1.002192 -1.000277 -0.043891 0.1 0.1 0.0 0.0418
N 5.334621 -1.520138 0.658141 0.0 0.0 0.0 -0.0004
C 5.158792 -0.960640 -0.538615 0.0 0.0 0.0 0.0000
C -1.197022 -1.687205 1.120600 -0.1 -0.1 0.0 -0.0033
C -0.226459 -1.193995 2.155308 0.0 0.0 0.1 0.0007
C -2.124773 -2.664948 1.224993 0.1 0.0 0.0 0.0268
C -1.324583 1.835111 -0.382964 0.0 0.0 0.0 -0.0252
C 3.661565 -0.010137 1.501441 0.0 0.0 -0.1 0.0001
C -0.085336 4.690638 -0.665402 -0.1 0.0 0.0 0.0001
C -3.615530 1.001553 1.430904 0.1 0.1 0.0 -0.0002
C -2.614601 -2.439379 -1.134372 0.0 -0.1 0.0 0.0138
C 4.260936 0.062110 -0.795509 0.0 0.0 0.0 -0.0001
C -1.069081 2.165890 2.733950 0.0 0.0 0.0 -0.0001
C 4.584112 -1.035206 1.646613 0.0 0.0 0.1 0.0001
C -2.889674 -3.022406 0.061998 0.0 0.0 0.0 0.0016
C 3.479805 0.562776 0.244995 0.0 0.0 0.0 0.0001
C 0.081906 2.758560 -3.046315 -0.1 0.0 0.0 0.0008
C -0.935581 -0.867872 -2.276764 0.0 0.0 0.0 0.0476
C -1.604636 -1.439531 -1.206163 0.0 0.0 -0.1 0.0239
C -2.948724 3.966355 1.343720 0.0 0.0 0.1 0.0002
C -2.538247 3.900037 -2.325025 0.1 0.0 0.0 -0.0016
H -3.128922 -2.737681 -2.038802 0.0 0.0 0.0 0.0009
H -3.252033 -0.024907 1.373539 0.0 0.0 0.0 0.0001
H 5.770075 -1.356460 -1.344513 0.0 0.0 0.0 0.0000
H -2.312070 4.733061 -2.997932 0.0 0.0 0.0 -0.0002
H -4.357937 1.135905 0.638907 0.0 0.0 0.0 -0.0001
H -0.480475 2.036075 -3.645870 0.0 0.0 0.0 0.0000
H -3.280684 4.243360 -1.605678 0.0 0.0 0.0 0.0000
H -4.119834 1.126287 2.392660 0.0 0.0 0.0 0.0000
H -3.587798 4.261210 0.512368 0.0 -0.1 0.0 0.0000
H 3.076835 0.324755 2.346217 0.0 0.0 0.0 0.0002
H -3.549398 4.006638 2.257945 0.0 0.0 0.0 0.0000
H -1.520686 2.756856 3.536698 0.0 0.0 0.0 0.0000
H -2.996760 3.108744 -2.924705 0.0 0.0 0.0 0.0000
H -2.051308 1.227254 -0.959216 0.0 0.0 0.0 -0.0012
H -0.607549 -0.611271 -4.091671 0.0 0.0 0.0 0.0004
H -3.653021 -3.785176 0.135607 0.0 0.0 0.0 -0.0005
H 0.269604 3.636697 -3.672038 0.0 0.0 0.0 0.0001
H 4.166417 0.469839 -1.793122 0.0 0.0 0.0 0.0002
H -0.806524 5.295799 -0.110217 0.0 0.0 0.0 0.0000
H 1.036533 2.309918 -2.777241 0.0 0.0 0.0 0.0000
H -2.259019 -3.167592 2.172760 0.0 0.0 0.0 0.0017
H 0.680664 4.352252 0.035287 0.0 0.0 0.0 0.0001
H -0.889127 1.161559 3.118600 0.0 0.0 0.0 0.0001
H -2.157637 4.713245 1.446736 -0.1 0.0 0.0 0.0000
H 4.725109 -1.492635 2.621133 0.0 0.0 0.0 0.0000
H -0.089599 2.596914 2.507432 0.0 0.0 0.0 0.0002
H 0.401195 5.339111 -1.398423 0.0 0.0 0.0 0.0000
```
Forces are in eV/Å.

Computed properties:
LUMO level (alpha / beta) = 2.527 / 2.451 eV
Spin multiplicity = 2
Total charge = -1

(4)
Entry from OMol25: a cluster of 7 separate species, C41H29N2O24 in total in a non-equilibrium geometry (ωB97M-V with the def2-TZVPD basis set).

Geometry as XYZ:
```
96
Properties=species:S:1:pos:R:3:forces:R:3:mulliken_charge:R:1
O 0.506585 0.739451 2.933505 0.0 0.0 0.0 -0.5057
O 8.086955 -7.826935 2.042239 0.1 0.0 0.0 -0.5746
O -3.956345 -0.631679 5.374729 0.0 -0.1 0.1 -0.6010
O -8.524256 -1.085575 4.364190 0.0 0.0 0.0 -0.6526
O 4.397881 5.652200 -1.738331 0.0 0.0 0.0 -0.6042
O 5.803133 4.173118 -3.318277 0.0 0.0 0.0 -0.6671
O 4.806764 -12.125914 1.351261 -0.1 0.0 0.0 -0.5787
O -3.781995 0.998002 3.403523 -0.2 -0.2 -0.2 -0.3085
O -3.311734 3.234656 -8.922290 0.0 0.0 -0.1 -0.6052
O 0.802503 4.285094 -6.905900 0.0 0.0 0.1 -0.6855
O -0.306810 4.638756 -4.589613 0.0 0.0 0.0 -0.5274
O 5.670820 -7.794556 2.958150 0.1 0.0 0.1 -0.6465
O 3.171346 -1.116489 1.122179 0.0 0.0 0.0 -0.5227
O 4.361617 -5.565925 2.057882 0.0 0.1 -0.1 -0.5378
O 3.027729 0.445795 -2.609686 0.0 -0.1 0.0 -0.6252
O -1.221273 1.421753 4.747041 0.0 -0.1 0.0 -0.7945
O -2.992769 4.837141 2.039068 0.0 0.1 0.0 -0.6208
O -4.426621 3.647994 -6.668057 0.0 0.0 0.0 -0.6861
O -8.343785 0.526070 2.352082 0.0 0.0 0.0 -0.5836
O 7.246122 -12.187900 0.502356 0.0 0.0 0.0 -0.6367
O 1.589123 1.939605 -1.069714 0.1 -0.1 0.0 -0.6544
O -1.304698 4.117845 0.214640 0.1 0.3 0.0 -0.6464
O 2.906075 -0.552926 3.637454 0.1 0.0 0.1 -0.5791
O 4.043639 -5.016217 4.573735 0.0 0.0 0.0 -0.6289
N -4.398288 4.869566 -2.778899 -0.5 -0.3 0.4 -0.6350
N -2.875166 3.121922 -2.304868 -0.5 -0.2 1.1 -0.8011
C -0.290156 2.381550 1.452323 0.0 0.0 -0.1 -0.9697
C -6.520579 3.147065 -2.074871 0.1 0.0 0.0 -0.1357
C -1.281477 2.101430 3.728935 0.0 0.1 0.0 1.5019
C 4.515294 2.208417 -3.066766 0.1 0.0 -0.1 -0.9692
C -5.071599 -0.416236 4.704274 0.0 0.1 0.0 0.3311
C 5.961326 -8.832241 2.388699 -0.1 -0.1 0.0 1.0740
C -6.773204 4.475832 -2.443437 -0.1 0.0 0.0 -0.5471
C 2.549263 2.513581 -1.544621 0.0 0.1 0.0 1.0877
C -2.203091 3.187800 3.517569 0.2 0.2 0.2 -1.1608
C -1.126660 4.306245 -5.580604 0.0 0.0 -0.1 -0.0265
C 3.978174 4.404506 -1.890791 0.0 0.0 0.0 0.3324
C -0.313744 1.749286 2.627571 0.0 0.0 -0.1 -0.0500
C 2.894504 3.895469 -1.290666 -0.1 0.0 0.1 -0.9694
C 3.787033 -3.376632 1.426462 0.0 0.0 -0.1 -1.2155
C 7.371459 -8.917783 1.838185 0.0 0.0 0.0 0.3646
C -1.169570 3.726861 -8.066589 0.1 0.0 0.0 -1.1416
C 7.829440 -10.008995 1.207140 0.1 -0.1 0.0 -1.0013
C -1.226620 3.469884 1.235220 0.0 -0.2 0.0 1.0879
C -2.184292 3.839434 2.345369 0.0 -0.1 0.0 0.1507
C -3.216844 3.801405 -6.619092 0.1 0.0 0.0 1.0882
C 6.945051 -11.139110 1.044185 0.1 0.1 0.0 1.0418
C 5.527050 -11.041614 1.574681 0.0 0.0 0.0 0.4193
C 3.252117 -1.791750 3.352186 0.0 0.0 -0.1 0.2554
C -4.128076 3.573504 -2.379206 0.1 0.0 -0.1 0.5547
C -5.680816 5.247422 -2.782383 0.2 0.3 0.0 -0.3742
C -6.048291 0.882290 2.728923 0.1 0.1 -0.1 -1.3325
C -2.453499 4.160174 -5.449203 -0.3 0.0 0.2 -0.2799
C 4.850589 3.590257 -2.825157 0.0 -0.1 0.0 1.0892
C 3.394556 -2.055340 1.863142 0.0 -0.1 0.0 1.1838
C 3.837978 -4.069910 3.833379 0.0 0.1 0.0 1.1957
C -5.228343 2.707838 -2.044802 -0.1 -0.2 -0.5 -0.8383
C 5.069413 -9.952087 2.208963 -0.1 0.1 0.0 -1.1093
C -0.407452 4.109683 -6.895599 -0.1 0.0 -0.1 1.0253
C -4.905767 0.556337 3.549994 -0.1 -0.1 0.0 0.8939
C -6.252337 -0.982524 4.997671 -0.1 -0.1 0.0 -1.0228
C -7.399018 -0.647801 4.186964 0.1 0.0 0.1 1.0756
C -7.225707 0.313668 3.026500 0.0 0.0 0.0 0.4252
C 3.430934 1.692483 -2.466299 0.0 0.0 0.0 0.2094
C -2.493800 3.579668 -7.938569 0.0 0.0 0.0 0.2639
C 3.998377 -4.328977 2.346858 0.0 0.0 0.1 0.3523
C 3.463772 -2.746658 4.272284 0.0 0.0 0.1 -1.0095
H -5.860567 6.275152 -3.092346 0.0 0.1 0.0 0.3441
H -2.977791 4.285496 -4.503413 0.2 0.0 0.0 0.4581
H -2.894385 3.435024 4.310337 0.0 0.0 0.0 0.4042
H -4.977905 1.694897 -1.759385 0.0 0.0 0.0 0.4190
H 2.217664 0.355879 -2.065451 0.0 0.0 0.0 0.3786
H 3.898535 -3.553508 0.366014 0.0 0.0 0.0 0.4429
H 2.783129 -0.089308 2.782145 -0.1 0.0 0.0 0.3074
H -0.644967 3.574665 -8.999311 0.0 0.0 0.0 0.4104
H 5.148456 1.632093 -3.725989 0.0 0.0 0.0 0.4300
H -3.265505 -0.071503 4.958468 0.0 0.1 0.0 0.3302
H 5.397156 -12.747627 0.878790 0.0 0.0 0.0 0.3755
H 0.381213 2.120566 0.644784 -0.1 0.0 0.1 0.8898
H 7.503437 -7.201610 2.517778 0.0 0.0 0.0 0.3628
H -2.396557 3.832664 -1.754146 0.7 0.3 -1.0 0.2482
H 5.194939 5.730138 -2.300684 0.0 0.0 0.0 0.3722
H 2.260909 4.470226 -0.629822 0.0 0.0 0.0 0.5068
H 4.451626 -6.052700 2.903639 0.0 0.0 0.0 0.3662
H -7.336663 2.488342 -1.795327 0.0 0.0 0.0 0.3869
H 3.363270 -2.566643 5.333203 0.0 0.0 0.0 0.4389
H -6.384193 -1.675033 5.816760 0.0 0.0 0.0 0.4328
H -7.770129 4.893215 -2.466972 0.0 0.0 0.0 0.3681
H 0.264564 0.465111 3.839641 0.0 0.0 0.0 0.3688
H -2.781766 5.083109 1.112806 0.0 -0.1 0.0 0.3899
H -5.914967 1.565894 1.900940 0.0 0.0 0.0 0.6308
H -9.028762 -0.013830 2.794260 0.0 0.0 0.0 0.3641
H 0.582547 4.671265 -4.989688 0.0 0.0 0.0 0.3643
H 4.061638 -9.875930 2.591556 0.0 0.0 0.0 0.4384
H 8.833221 -10.079119 0.813318 0.0 0.0 0.0 0.4267
H -4.199608 3.219630 -8.500089 0.0 0.0 0.1 0.4024
```
Forces are in eV/Å.

Computed properties:
LUMO level = -0.760 eV
Total charge = -1

| no. | DFT total energy (eV) |
| --- | --- |
| 1 | -8634.415 |
| 2 | -10320.400 |
| 3 | -138106.412 |
| 4 | -95105.279 |